[1]
71
Properties=species:S:1:pos:R:3:forces:R:3 method="wB97M-V/def2-TZVPD" homo_ev="-14.68 / -14.68" multiplicity=1 charge=+3 fmax_ev_per_a=3.88 relative_energy_kcal_mol=12.6
Y -0.1445 0.4250 0.2788 -0.0243 -1.3735 0.6022
P 2.6711 -0.5493 -0.0457 1.1726 -0.5769 -0.7322
P 0.5367 1.7863 -1.9849 0.3304 0.5390 -1.7160
P 0.1416 -1.8961 1.9522 -0.0761 -1.6128 1.2512
H -6.0039 -0.3269 -1.4261 1.6892 0.0554 -0.1569
C -5.6744 -0.4361 -0.3813 -3.2680 2.0389 0.5023
C -5.4962 0.6919 0.4086 -1.8734 -0.3695 -2.0868
H -4.9500 1.5539 -0.0198 -1.2324 -0.1020 -0.0389
C 2.8193 -1.8404 -1.3475 -0.3621 0.0080 -0.0047
C 3.9160 0.6400 -0.6847 -0.0744 0.4118 0.0170
C 3.8243 -1.3333 1.1598 -0.2254 -0.0382 0.5548
C -0.8701 2.7836 -2.5809 -0.3919 -0.0147 0.1162
C 1.8962 2.9945 -2.1484 0.2486 0.1020 0.5103
C 0.8306 0.6785 -3.4171 -0.1112 -0.3175 0.1793
C -1.4253 -2.4681 2.6927 -0.5343 -0.0630 -0.2487
C 1.0999 -1.7996 3.5201 0.3147 0.5441 -0.0520
C 0.7074 -3.5260 1.3035 0.1042 0.1277 -0.5486
H -5.9693 -1.4485 -0.0133 -0.6906 1.4927 -0.0084
H -6.1056 0.9011 1.3125 1.5201 -0.7891 0.1983
H 3.8857 -2.0816 -1.4649 -0.3397 0.0268 -0.0348
H 2.4176 -1.4767 -2.2997 0.1103 -0.2003 0.1602
H 2.2703 -2.7425 -1.0476 0.1838 0.1633 -0.1599
H 4.9188 0.2043 -0.5499 -0.4108 0.2068 -0.1593
H 3.8626 1.5744 -0.1101 0.1613 -0.1334 -0.2726
H 3.7621 0.8448 -1.7504 0.0376 0.0554 0.2635
H 4.7893 -1.4431 0.6396 -0.4226 -0.0410 0.2072
H 3.4888 -2.3249 1.4813 0.0629 0.2731 0.0181
H 3.9756 -0.6882 2.0338 0.0293 -0.3194 -0.1788
H -0.5309 3.3521 -3.4637 -0.2366 -0.1891 0.3239
H -1.1860 3.4830 -1.7924 0.0339 -0.0622 -0.3314
H -1.7200 2.1323 -2.8453 0.3986 0.3620 0.0416
H 2.2786 2.9547 -3.1794 -0.1579 0.1169 0.3178
H 2.7118 2.7739 -1.4486 -0.2458 0.2151 -0.3449
H 1.4999 3.9951 -1.9271 0.1952 -0.2339 -0.1147
H 0.6605 1.2638 -4.3329 0.1330 -0.2442 0.2158
H 0.1305 -0.1730 -3.3938 0.2171 0.2476 -0.1367
H 1.8627 0.2965 -3.3970 -0.3678 0.1726 -0.1067
H -1.2862 -3.4477 3.1694 0.1702 0.3491 0.0193
H -2.1978 -2.5523 1.9093 0.5786 -0.0992 0.6275
H -1.7804 -1.7410 3.4319 -0.0378 -0.1483 -0.1291
H 1.0040 -2.7476 4.0726 -0.0198 0.2938 -0.2935
H 0.6837 -0.9918 4.1388 0.1313 -0.2217 -0.0890
H 2.1625 -1.5950 3.3400 -0.2520 -0.0996 0.0999
H 0.3281 -4.3191 1.9624 0.1604 0.2934 -0.1397
H 1.7990 -3.6050 1.2469 -0.2677 0.0441 -0.0108
H 0.2944 -3.6851 0.2996 0.1089 -0.0993 0.1691
C -2.9577 -1.1153 -0.7059 -0.0303 -0.3000 1.1678
C -2.4891 -2.2994 -1.3273 0.0293 0.4270 -0.7828
C -2.5532 -2.3626 -2.7335 0.1028 0.4170 0.2254
C -3.0232 -1.2609 -3.4742 0.0195 0.5354 0.3228
C -3.2275 -0.0211 -2.8355 0.5626 0.0485 -0.2302
C -3.0918 0.0899 -1.4451 -0.4463 -0.4035 0.4897
S -3.8205 -1.3070 0.9146 3.1295 -1.5706 0.2532
H -4.3379 -2.5573 0.6797 0.8370 0.4462 0.1050
H -2.1132 -3.1346 -0.7214 -0.6259 0.2106 -0.3446
H -2.2670 -3.2639 -3.2753 -0.1003 0.1202 0.2746
H -3.2003 -1.3468 -4.5510 0.1292 -0.0145 0.4467
H -3.5337 0.8875 -3.3812 0.2395 -0.7007 0.0588
H -3.3615 1.0208 -0.9100 0.0309 -0.6665 -0.6030
C 3.0278 1.6849 2.9954 0.4526 -0.1914 0.2665
C 1.7861 2.3154 2.5050 -0.6022 0.0538 -0.2628
N 0.8023 1.8236 1.7275 -0.0034 0.8166 0.3655
C -0.1697 2.8579 1.6036 0.9862 -0.1636 0.5518
C 0.2645 3.9263 2.3201 0.1957 0.3940 0.1797
N 1.4942 3.5708 2.8695 -0.9352 -0.2932 -0.5697
H 3.7966 1.6043 2.2079 -0.3507 -0.0045 0.3092
H 2.8315 0.6953 3.4382 0.0996 0.4025 -0.1983
H 3.4244 2.3497 3.7818 0.0496 -0.5035 -0.2664
H -1.1003 2.7330 1.0358 0.2212 0.2639 0.2693
H -0.1709 4.9004 2.4973 0.0092 -0.1608 -0.0542
H 2.1008 4.1181 3.4824 -0.4698 0.0458 -0.2742

***

[2]
59
Properties=species:S:1:pos:R:3:forces:R:3 method="wB97M-V/def2-TZVPD" homo_ev=-3.83 multiplicity=1 charge=-3 fmax_ev_per_a=8.37
Na -17.1958 3.8755 4.1634 -0.2433 0.2162 0.0160
O -15.7302 2.5213 -1.5823 -0.1805 1.8310 -2.8553
C -15.9035 2.9765 -2.7208 -0.9977 -1.0217 1.1506
O -16.1249 4.2257 -3.1273 0.9506 0.3919 1.2368
B -16.2638 4.3643 -4.5729 -0.7028 0.3569 0.1173
O -16.1355 2.9408 -5.0448 -0.8772 -0.4098 -0.3200
C -16.1096 2.0904 -4.0131 1.3389 2.9517 1.7323
O -16.0695 0.9240 -3.9026 -0.3296 -2.1338 -1.3288
O -15.3291 5.2156 -5.3234 2.3965 -0.7576 0.2410
C -15.9147 5.9384 -6.2241 -0.2523 1.8388 -2.5069
O -15.4694 6.5691 -7.1861 0.0627 -1.4110 2.1954
C -17.4050 5.8895 -5.9294 -0.6937 0.1677 -1.2263
O -17.5156 5.1679 -4.8232 -1.3046 -0.9937 -0.2914
O -18.2376 6.3824 -6.6735 0.7074 -0.7977 1.8536
O -22.5427 0.6512 1.9830 -2.7792 -1.2292 -3.0417
C -23.4928 0.2156 1.2674 3.8523 -0.8078 3.5602
O -24.7266 0.4312 1.4686 -1.8496 0.7727 0.4154
B -25.5989 -0.3777 0.5434 -0.1708 0.2692 1.6825
O -24.6831 -1.2554 -0.1213 -0.3738 -1.2966 0.3611
C -23.4599 -0.9949 0.2728 3.4674 1.1971 -2.3351
O -22.4412 -1.3879 -0.2866 -1.7890 -0.0891 1.3896
O -26.7638 -0.9308 1.3412 -1.6802 1.0287 -0.1154
C -27.8653 -0.1064 1.1151 -1.2469 -1.2269 2.1873
O -28.9762 -0.0767 1.6964 4.1898 -0.5613 -1.9461
C -27.4256 0.7873 -0.0271 -0.3646 1.4695 -1.7923
O -26.1782 0.5136 -0.3634 -1.0125 0.8099 -1.0392
O -28.0835 1.6007 -0.6261 -0.2553 -0.4898 0.7051
N -17.4990 5.8664 8.5707 1.4733 -5.7767 3.2905
S -16.4630 5.4592 9.8873 0.5844 -2.5091 2.2277
O -17.1063 4.9740 11.1436 1.1236 1.5879 -3.4096
O -15.2155 6.2430 10.0399 -2.7020 -2.0518 -0.7309
F -16.0327 4.0303 9.1983 0.0522 1.0095 0.3813
S -17.2615 7.3184 8.5919 -0.0109 8.2792 -1.2579
O -16.1860 7.7516 7.7161 -1.1251 -0.0596 0.5851
O -17.3718 7.9731 9.8915 -0.0035 -0.6007 -1.3643
F -18.6214 7.7410 7.8258 0.7292 -0.0146 0.1626
N -23.6298 8.8884 2.5147 -2.5237 -3.2441 2.5003
S -24.5830 7.9451 3.7115 -2.4213 1.5299 3.4981
O -23.9095 6.9157 4.4942 -0.4205 1.3423 -1.6363
O -26.0416 7.7286 3.6116 2.8006 0.7343 -1.3154
F -24.5604 9.2246 4.7204 -0.0366 -0.3473 -0.2685
S -22.9150 7.5710 2.0172 3.0853 -3.1405 -3.8624
O -23.7132 6.5569 1.2829 0.9413 2.2174 1.8433
O -21.8154 7.0259 2.8103 -1.2977 1.0542 -0.8818
F -22.1385 8.3318 0.8191 -0.0623 -0.0702 0.1818
O -11.4279 5.2095 3.8001 -0.3519 0.3989 -1.0305
C -10.3923 5.6508 4.1907 1.0850 -0.4884 0.4769
O -9.5424 6.5152 3.5096 0.8393 -2.1598 3.2430
C -9.7767 7.0240 2.2544 -0.8353 -0.3578 -1.9407
C -8.4617 7.1442 1.3964 -0.5447 0.2599 2.0196
C -9.9087 5.2850 5.6134 0.1246 1.3418 -0.5274
H -10.4468 7.8491 2.4955 0.5420 0.9093 -1.0921
H -10.3831 6.3282 1.6744 -0.3310 -0.1486 0.0702
H -8.6922 7.6105 0.4385 0.2499 -0.2997 0.0361
H -7.9964 6.1590 1.3678 -0.5807 -0.3233 -0.7370
H -7.6592 7.6527 1.9309 -0.2856 0.8475 -0.0306
H -10.1635 6.1966 6.1539 0.1161 0.0681 0.4024
H -8.8339 5.1492 5.7340 -0.0828 -0.0476 -0.2906
H -10.4766 4.4843 6.0872 0.0066 -0.0156 -0.5883

***

[3]
21
Properties=species:S:1:pos:R:3:forces:R:3 method="wB97M-V/def2-TZVPD" homo_ev=-10.41 multiplicity=1 smiles="NC=O.O.O.O.O.O" fmax_ev_per_a=2.30 relative_energy_kcal_mol=45.6
C 0.7445 -0.0143 -2.6164 1.8000 0.2723 1.1528
N -0.3981 -0.7065 -2.4898 -1.4461 0.3488 -0.0716
O 0.8170 1.1896 -2.4347 -0.6763 0.3248 -0.2573
H 1.7509 -0.4820 -2.7372 -1.0206 -0.8235 -0.3361
H -0.6768 -1.6639 -2.3437 1.1132 -0.3610 -0.2312
H -1.2016 -0.1126 -2.3356 0.1367 0.2472 -0.0007
H -1.2708 -2.3618 0.1313 -0.1540 -0.5457 0.0856
H -1.6457 -3.8499 -0.3852 0.1068 0.8366 0.3424
O -1.7251 -2.8907 -0.5377 0.0387 -0.2010 -0.4724
H -0.6948 0.5117 3.1782 0.1087 0.9958 -0.1960
H 0.0116 1.9696 3.1083 -0.7719 -0.0031 -0.2513
O 0.0550 1.0712 3.4255 0.6539 -1.0269 0.5493
H 0.6562 2.6537 -0.3862 -0.1093 1.5057 -0.2579
H 1.4513 1.9686 0.4133 1.0760 0.2183 1.2111
O 1.2303 2.9170 0.3678 -0.8197 -1.8490 -1.1042
H -0.4006 3.0580 1.4792 -0.2968 -0.2007 0.1659
H -1.4276 3.6870 0.6880 -0.6308 -0.0678 0.3004
O -1.3781 3.1264 1.4793 0.8257 0.3755 -0.5833
H 1.9815 -3.7061 0.3820 0.5848 -0.0955 0.0015
H 0.6064 -3.2540 0.6422 0.4759 0.2938 0.4602
O 1.5146 -3.1109 0.9713 -0.9951 -0.2448 -0.5072

***

[4]
13
Properties=species:S:1:pos:R:3:forces:R:3 method="wB97M-V/def2-TZVPD" homo_ev=-9.14 multiplicity=1 smiles="[H]/N=C(N)/C(=N/[H])NS" fmax_ev_per_a=2.43 relative_energy_kcal_mol=18.9
C 0.9928 -0.3418 -0.0542 -0.1149 -0.3058 -0.2398
C -0.2965 0.4646 0.1437 0.0266 -2.4283 -0.0754
H 1.9578 1.4464 -0.2609 -0.2333 0.0632 0.0095
H 2.8595 0.0589 -0.6432 1.0085 -0.3256 -0.4497
H 2.0077 -1.8816 -0.1979 -1.2792 -0.3407 -0.2168
H -1.3284 1.9677 -0.0399 -0.2746 0.4466 0.2730
H -0.9357 -1.3413 0.6935 -1.2621 1.3910 -1.0628
H -3.7373 -0.2600 0.6798 0.2052 0.1640 0.4016
N 2.0828 0.4514 -0.1876 -0.4963 0.3390 0.5860
N 0.9829 -1.6429 -0.1629 1.2089 1.7446 0.7031
N -0.3568 1.6880 -0.0453 0.5589 1.6943 -0.7984
N -1.3311 -0.3838 0.4341 -0.9518 -2.1033 0.6022
S -2.8976 -0.2256 -0.3594 1.6043 -0.3391 0.2676

***

Number 1: total energy -65172.1318 eV. Number 2: total energy -128777.9256 eV. Number 3: total energy -15022.4651 eV. Number 4: total energy -18966.2242 eV.